[1]
The following is a DFT calculation (wB97M-V/def2-TZVPD) of a 2-piece molecular cluster, C20H21O2S overall at a distorted geometry.

Calculated values
HOMO in eV: -11.104
Charge: +1
Energy relative to the best compared isomer or geometry (same formula, charge and spin) in eV: 0.0000
Spin multiplicity: 1
DFT total energy in eV: -36002.3051
E_LUMO in eV: -5.3

Each line ends with the Mulliken charge.
Atoms and positions in Å:
1 C -1.10410 -4.24290 -0.70286  -0.567
2 O -1.14624 -3.39215 0.46494  -0.400
3 C -2.03720 -2.39259 0.57533  -0.114
4 C -1.62191 -1.05547 0.51648  -0.102
5 S -2.95826 -0.02865 0.38551  -0.025
6 C -4.10475 -1.30939 0.48245  -0.485
7 C -3.48548 -2.52761 0.64919  -0.413
8 H -0.41915 -5.04680 -0.42843  0.218
9 H -2.09273 -4.65322 -0.93826  0.349
10 H -0.69153 -3.68610 -1.55345  0.165
11 H -0.60224 -0.76594 0.74052  0.646
12 H -5.17489 -1.11076 0.46271  0.424
13 H -3.98380 -3.48368 0.79324  0.460
14 C -0.65219 5.87127 2.67175  -0.813
15 O -1.38799 5.32874 1.55571  -0.416
16 C -0.98463 4.16246 0.99135  0.892
17 C -1.67755 3.75046 -0.17650  -0.672
18 C -1.29023 2.61633 -0.83383  -0.404
19 C -0.25837 1.76011 -0.32989  0.699
20 C -0.06170 0.50177 -0.97739  -1.373
21 C 1.13338 -0.26971 -1.06184  1.113
22 C 1.10012 -1.41348 -1.91793  -0.630
23 C 2.11700 -2.34915 -1.90563  -0.611
24 C 3.21472 -2.20439 -1.04670  1.091
25 C 4.28628 -3.24759 -1.04792  -1.429
26 C 3.30527 -1.04856 -0.25952  -0.966
27 C 2.34012 -0.04972 -0.33069  -0.465
28 C 0.38675 2.16465 0.86819  -0.393
29 C 0.07685 3.36562 1.48748  -1.016
30 H -1.18699 6.78940 2.91794  0.242
31 H -0.66640 5.18229 3.52694  0.345
32 H 0.38348 6.10018 2.38416  0.364
33 H -2.50267 4.36918 -0.52542  0.450
34 H -1.80104 2.33308 -1.75467  0.398
35 H -0.85471 0.18327 -1.65789  0.478
36 H 0.24082 -1.54561 -2.57981  0.470
37 H 2.06836 -3.21728 -2.56745  0.442
38 H 5.02723 -3.05606 -0.26910  0.380
39 H 3.85768 -4.24252 -0.88675  0.355
40 H 4.80690 -3.28348 -2.01324  0.337
41 H 4.16486 -0.93273 0.40542  0.357
42 H 2.49408 0.89896 0.18007  0.666
43 H 1.09807 1.48913 1.34216  0.563
44 H 0.64476 3.68863 2.36364  0.391

=====

[2]
The following is a DFT calculation (wB97M-V/def2-TZVPD) of a 2-piece molecular cluster, C4H7NS overall at a distorted geometry.

Calculated values
HOMO (alpha / beta) in eV: -8.108 / -8.108
Charge: 0
Energy relative to the best compared isomer or geometry (same formula, charge and spin) in eV: 4.4822
Spin multiplicity: 1
DFT total energy in eV: -16582.4491
E_LUMO (alpha / beta) in eV: 0.2 / 0.2

Each line ends with the Mulliken charge.
Atoms and positions in Å:
1 S 2.02998 0.71796 1.71525  -0.270
2 N 1.17093 -0.41726 1.00843  0.039
3 C 0.07747 -1.05055 0.77797  -0.301
4 C 1.24328 -1.46469 -0.02144  -0.236
5 H -0.84351 -1.31722 1.22595  0.335
6 H 1.81125 -2.35500 0.22912  0.242
7 H 1.32975 -1.15302 -1.05480  0.200
8 C -1.41562 0.60205 -0.81622  -0.664
9 C -0.85100 1.74045 -0.46613  -0.404
10 H -2.40016 0.32413 -0.47485  0.278
11 H -0.95551 -0.07652 -1.51753  0.295
12 H 0.12978 2.02071 -0.81881  0.256
13 H -1.32663 2.42896 0.21307  0.229

=====

[3]
The following is a DFT calculation (wB97M-V/def2-TZVPD) of a single C4H8O2 molecule.

Calculated values
HOMO in eV: -8.708
Charge: 0
Energy relative to the best compared isomer or geometry (same formula, charge and spin) in eV: 5.1590
Spin multiplicity: 1
DFT total energy in eV: -8368.1227
E_LUMO in eV: -0.4

Each line ends with the Mulliken charge.
Atoms and positions in Å:
1 C 1.06085 1.21357 0.89487  -0.640
2 C -1.15625 0.16645 -0.75737  -0.465
3 C -1.40315 -1.05854 0.00788  -0.170
4 O -0.46604 -2.11066 0.06683  -0.552
5 C 0.28778 0.30344 -1.12032  -0.315
6 O 1.17663 0.13288 -0.01793  -0.416
7 H 1.93186 1.18596 1.55148  0.225
8 H 0.15030 1.14698 1.50828  0.256
9 H 1.04132 2.17249 0.36023  0.319
10 H -2.34690 -1.48746 -0.35162  0.401
11 H -1.66843 -0.66191 1.01519  0.256
12 H 0.39031 -1.72289 0.29859  0.403
13 H 0.52894 1.24537 -1.62918  0.380
14 H 0.47277 -0.52567 -1.82694  0.320

=====

[4]
The following is a DFT calculation (wB97M-V/def2-TZVPD) of a 2-piece molecular cluster, Br3H2PSi overall at a distorted geometry.

Calculated values
HOMO (alpha / beta) in eV: -9.031 / -9.193
Charge: 0
Energy relative to the best compared isomer or geometry (same formula, charge and spin) in eV: 2.7032
Spin multiplicity: 1
DFT total energy in eV: -227326.7353
E_LUMO (alpha / beta) in eV: -1.5 / -2.6

Each line ends with the Mulliken charge.
Atoms and positions in Å:
1 Si 4.01204 -0.36781 0.15978  0.487
2 P 0.13026 1.32256 0.11615  0.021
3 Br 5.02984 1.12369 1.46274  -0.145
4 Br 5.30480 -2.18172 -0.08138  -0.181
5 Br 3.95472 0.54706 -1.86360  -0.148
6 H 0.17767 2.84478 -0.07799  0.058
7 H 1.40996 1.23106 -0.36680  -0.092

=====

Question: Look up the spin multiplicity of the third one.
Answer: 1